Here is C49H36F4N9S2Zr as an isolated structure from the OMol25 dataset. Energies are from ωB97M-V/def2-TZVPD.

The orbital gap is 0.2529 Eh. The energy above the lowest of the compared OMol25 structures with the same formula, charge and spin is 0.061 eV. The value obtained for the lowest unoccupied orbital energy is -3.219 eV.

```
! RIJCOSX wB97M-V def2-TZVPD def2/J DEFGRID3
* xyz 1 1
H -0.676 4.235 1.262
C -1.533 -2.275 1.849
C -3.976 -1.220 -1.329
H 1.237 0.257 -4.719
F 4.460 0.222 0.425
H -5.098 4.377 0.392
H -2.591 0.332 3.436
C 4.166 -3.016 1.989
C -4.226 3.738 0.410
H -3.428 -0.559 0.720
C -1.642 -1.239 -7.113
C -2.617 2.359 -0.738
N 0.875 3.023 0.477
C 2.160 -2.442 -1.348
C 2.492 1.779 1.836
C -3.132 -0.739 -0.301
H 2.737 3.794 1.138
Zr -0.167 0.543 0.660
C -0.423 2.401 6.430
H 3.454 0.961 -3.348
C 1.336 0.397 -3.655
C -1.716 2.394 2.827
H 2.849 2.602 -0.131
C 3.915 -0.773 1.151
N 0.259 -1.916 0.279
C -1.197 -0.677 -4.433
C -1.830 0.057 -6.635
H -3.986 3.875 2.523
S -2.148 3.124 4.333
H 2.744 0.895 -0.764
F 5.869 -1.988 0.749
H 2.251 0.339 6.211
H 1.550 0.252 3.857
C 2.368 -4.821 -1.811
C -1.233 -2.254 -6.249
H 0.981 -6.152 -0.839
C -0.935 -0.375 -2.995
H 0.576 3.779 2.439
C -3.218 -1.199 -2.466
C 2.623 -0.624 1.673
C 0.685 -4.065 -0.349
C 2.786 -3.494 -1.984
C -0.808 2.339 5.096
H -0.356 3.751 -1.059
H 3.555 1.627 2.014
C 1.387 0.904 5.887
C -0.113 1.577 4.148
H -4.191 3.428 -1.716
C -1.014 -1.969 -4.912
C 0.314 0.197 -2.708
H 0.913 5.003 1.212
H -5.007 -1.515 -1.221
N -0.647 1.634 2.857
C -0.567 -2.738 0.879
H 1.010 1.701 7.847
N -1.526 -0.927 2.127
C 2.472 0.756 -2.953
S -3.282 -1.989 3.622
N -2.045 -1.760 -9.614
C 0.704 3.590 -0.877
C -1.928 -0.708 -2.097
H 4.744 -3.923 2.092
H -3.517 -1.472 -3.465
N -0.370 -4.028 0.542
C 2.316 2.848 0.780
H 1.223 4.551 -0.953
C 1.308 -5.131 -0.986
H -2.273 1.933 -1.676
H -1.089 -3.255 -6.631
C 2.909 -2.892 2.532
C 0.385 4.064 1.408
C -2.425 -3.008 2.557
C 2.176 -1.731 2.404
N 1.821 0.512 1.460
H 2.506 -1.434 -1.497
H -2.613 -4.069 2.524
C -3.597 3.449 1.604
H -0.974 2.999 7.143
N -1.908 -0.454 -0.724
C 1.003 0.847 4.562
C 1.079 -2.731 -0.515
C -1.868 -1.528 -8.503
C -3.716 3.200 -0.770
H -0.691 -2.748 -4.233
H 3.626 -3.291 -2.635
H 2.889 -5.614 -2.330
C 0.684 1.674 6.816
F 0.970 -1.694 2.997
H -2.149 0.837 -7.312
C -1.603 0.333 -5.297
H -1.741 1.339 -4.920
H 2.082 2.153 2.781
H 1.100 2.916 -1.631
C -1.947 2.031 0.449
H -0.865 -4.821 0.911
C -2.466 2.624 1.603
N 0.804 0.453 -1.431
F 2.362 -3.915 3.206
C -2.405 -0.658 3.056
C 4.656 -1.926 1.308
C 2.106 0.753 -1.610
*
```

Results of the Löwdin charge analysis, in e, for atoms 1 through 2: 0.085 -0.333